(1)
DFT (ωB97M-V with the def2-TZVPD basis set) results for an isolated molecule of C15H20N4O3S2.

Results
ΔE to the lowest compared entry with this formula, charge and spin   373.9 kcal/mol
Total charge   0
Gap between HOMO and LUMO   7.8 eV

Last column: Mulliken charge in e.
Geometry (Å):
S (0.21, 1.93, -0.26)  1.274
S (-2.03, 0.32, -1.76)  -0.122
O (-0.94, 2.88, -0.36)  -0.794
O (-3.34, -4.28, -2.78)  -0.647
O (1.17, 2.43, -1.04)  -0.625
N (-2.31, -2.37, -2.29)  -0.116
N (0.42, -0.78, -0.60)  -0.163
N (0.52, 1.77, 1.20)  0.616
N (-0.42, -1.78, -1.20)  -0.323
C (2.92, 0.63, 0.64)  -0.142
C (2.38, -1.37, 2.64)  -1.211
C (-2.34, -3.71, -2.36)  0.466
C (3.60, -1.24, 1.67)  -0.081
C (1.60, 4.04, 2.82)  -1.501
C (3.76, -0.29, 0.98)  -0.666
C (-0.74, 4.07, 3.69)  -1.276
C (-1.04, -4.28, -2.14)  -0.572
C (1.57, 0.73, 1.48)  -0.015
C (1.46, -0.45, 2.35)  -0.023
C (-1.45, -1.46, -1.71)  0.449
C (-0.22, 0.45, -0.84)  -0.043
C (-1.01, -5.96, -2.19)  -1.026
C (0.20, 3.65, 2.52)  0.630
C (-0.21, 2.26, 2.43)  -1.268
H (-3.30, -2.03, -2.26)  0.259
H (3.14, 1.47, 0.04)  0.449
H (2.13, 3.69, 2.10)  0.499
H (0.03, 1.64, 3.25)  0.654
H (-1.82, -6.51, -1.80)  0.325
H (-0.80, 3.62, 4.77)  0.257
H (1.80, 3.42, 3.87)  0.209
H (2.42, -2.21, 2.95)  0.603
H (-0.62, 5.31, 3.62)  0.302
H (-1.37, 1.97, 2.13)  0.216
H (-0.17, -3.80, -2.39)  0.535
H (-1.86, 4.04, 3.36)  0.360
H (-1.09, -6.11, -3.35)  0.270
H (-0.97, -4.09, -0.88)  0.254
H (0.43, -0.47, 2.99)  0.155
H (1.68, 5.09, 3.04)  0.428
H (4.55, -0.11, 0.23)  0.275
H (4.27, -2.16, 1.79)  0.284
H (0.02, -6.49, -1.96)  0.299
H (-0.04, 4.21, 1.77)  0.545



(2)
DFT (ωB97M-V with the def2-TZVPD basis set) results for a structure of composition C15H20N4O3S2Ti.

Results
ΔE to the lowest compared entry with this formula, charge and spin   0.0 kcal/mol
Total charge   +2
Gap between HOMO and LUMO   8.3 eV

Last column: Mulliken charge in e.
Geometry (Å):
Ti (0.70, -0.50, 0.29)  0.691
S (1.12, -2.54, 1.23)  -0.193
S (2.93, -0.14, -0.14)  -0.193
O (0.26, 0.66, 1.66)  -0.696
O (-0.87, -1.35, -0.84)  -0.639
O (0.22, 0.36, -1.58)  -0.598
N (2.60, -1.65, -3.57)  -0.391
N (-1.50, -2.30, -3.35)  -0.075
N (0.13, 0.81, 3.90)  -0.040
N (0.42, -4.21, -1.96)  -0.516
C (2.28, 1.79, 4.31)  -0.624
C (0.59, 3.50, 3.18)  -0.632
C (-0.62, 2.69, 2.60)  -0.719
C (1.55, 0.45, 4.18)  -0.599
C (1.04, -3.54, -1.27)  0.095
C (-1.08, -0.85, -3.21)  0.371
C (2.42, -1.56, -0.99)  0.657
C (-0.15, 1.29, 2.71)  0.229
C (-2.98, -2.33, -3.65)  -0.599
C (1.98, 2.81, 3.19)  -0.476
C (-3.20, -1.00, -4.36)  -0.617
C (1.67, -2.58, -0.40)  0.615
C (-0.57, -0.59, -1.81)  0.864
C (-2.35, -0.03, -3.54)  -0.800
C (2.55, -1.58, -2.42)  -0.057
H (-3.50, -2.38, -2.69)  0.295
H (1.92, -0.15, 3.35)  0.111
H (0.66, 4.42, 2.61)  0.418
H (3.35, 1.59, 4.35)  0.407
H (-1.52, 2.86, 3.19)  0.353
H (-0.27, -0.65, -3.90)  0.475
H (-0.28, 1.35, 4.65)  0.369
H (-4.26, -0.73, -4.37)  0.385
H (2.02, 2.24, 5.27)  0.298
H (-1.26, -2.85, -2.52)  0.207
H (2.20, 2.38, 2.21)  0.085
H (-3.21, -3.22, -4.23)  0.427
H (-0.83, 2.93, 1.56)  0.371
H (2.71, 3.62, 3.31)  0.465
H (1.59, -0.15, 5.08)  0.389
H (-2.09, 0.87, -4.08)  0.409
H (-2.87, 0.25, -2.62)  0.360
H (-0.97, -2.73, -4.12)  0.437
H (-2.86, -1.05, -5.39)  0.327
H (0.35, 3.79, 4.21)  0.352



(3)
DFT (ωB97M-V with the def2-TZVPD basis set) results for a structure of composition C15H21As2MgN5S5.

Results
ΔE to the lowest compared entry with this formula, charge and spin   59.3 kcal/mol
Total charge   -2
Gap between HOMO and LUMO   4.7 eV

Last column: Mulliken charge in e.
Geometry (Å):
As (-2.25, 1.41, -0.64)  0.456
As (-0.53, 0.27, -3.51)  0.275
S (4.94, -5.79, 0.69)  -0.364
S (-0.18, -3.15, 1.79)  -0.683
S (2.06, -0.68, 0.75)  -0.568
S (2.16, -4.97, 1.40)  -0.155
S (3.95, -2.98, 0.50)  -0.134
Mg (-0.37, -0.64, 1.26)  0.644
N (0.85, -2.14, 4.67)  -0.568
N (0.82, 1.10, 3.56)  -0.278
N (2.23, -0.21, 4.67)  -1.017
N (0.27, -0.10, 3.67)  -0.331
N (1.13, -0.83, 4.33)  1.217
C (-2.11, 0.53, 1.15)  -1.341
C (0.50, -0.42, -5.05)  -1.307
C (-3.24, 3.52, -5.61)  -0.619
C (-1.68, 1.71, -5.78)  -0.344
C (-2.33, 2.52, -3.53)  -0.705
C (-1.63, 1.65, -4.39)  0.459
C (3.74, -4.63, 0.85)  0.112
C (-3.31, 2.99, -0.11)  -1.224
C (2.00, 1.00, 4.17)  -0.054
C (-1.85, -1.19, -3.54)  -1.209
C (2.36, -2.40, 0.91)  0.261
C (-3.15, 3.43, -4.23)  -0.173
C (1.50, -3.36, 1.34)  0.100
C (-2.49, 2.66, -6.41)  -0.423
C (-0.52, 2.34, -0.52)  -1.092
H (0.48, -2.59, 3.81)  0.222
H (2.70, 1.81, 4.24)  0.451
H (-1.38, -2.13, -3.24)  0.357
H (-4.35, 2.70, 0.06)  0.353
H (-2.90, 3.40, 0.81)  0.349
H (-0.51, 2.99, 0.36)  0.392
H (-3.01, -0.08, 1.28)  0.530
H (0.30, 1.62, -0.44)  0.268
H (-3.89, 4.26, -6.08)  0.303
H (-3.75, 4.14, -3.66)  0.222
H (1.76, -2.54, 4.89)  0.337
H (-3.26, 3.72, -0.92)  0.288
H (-2.54, 2.71, -7.49)  0.331
H (-0.38, 2.92, -1.43)  0.325
H (-2.07, 1.25, 1.98)  0.403
H (1.11, 0.38, -5.47)  0.367
H (-1.11, 1.04, -6.41)  0.115
H (-0.15, -0.83, -5.83)  0.327
H (-2.64, -0.94, -2.83)  0.378
H (1.16, -1.21, -4.69)  0.352
H (-2.27, -1.29, -4.54)  0.393



(4)
DFT (ωB97M-V with the def2-TZVPD basis set) results for a structure of composition C15H21Cl3CoF4N6Si.

Results
2S+1   4
ΔE to the lowest compared entry with this formula, charge and spin   1.8 kcal/mol
Total charge   0
Gap between HOMO and LUMO (alpha / beta)   8.0 / 7.9 eV

Last column: Mulliken charge in e.
Geometry (Å):
Co (0.75, 0.60, -0.07)  0.305
Cl (2.27, 3.63, 1.46)  -0.352
Cl (-0.82, 3.18, 2.36)  -0.291
Cl (1.57, 1.30, 3.68)  -0.340
Si (0.88, 2.06, 1.86)  0.368
F (-1.80, 0.95, -0.15)  -0.121
F (-3.71, -3.40, -2.73)  -0.319
F (-4.32, 0.93, -0.99)  -0.313
F (-1.20, -3.40, -1.96)  -0.333
N (-0.29, 2.81, -3.40)  -0.813
N (-0.47, 3.73, -2.44)  0.795
N (2.58, -0.43, -0.34)  0.396
N (0.25, 1.79, -2.86)  -0.252
N (-0.08, -1.08, -0.56)  -0.049
N (0.43, 2.02, -1.54)  0.700
C (-1.13, 5.00, -2.74)  -1.084
C (0.85, -2.19, -0.64)  -0.801
C (-1.80, 5.86, -0.40)  -1.300
C (3.69, 0.02, 0.50)  -1.149
C (-2.27, 5.36, -1.77)  0.768
C (-2.26, -0.15, -0.80)  0.143
C (-0.01, 3.24, -1.30)  -0.382
C (-3.26, -2.31, -2.09)  -0.039
C (-1.94, -2.31, -1.68)  0.895
C (-4.10, -1.24, -1.88)  -0.497
C (-1.36, -1.22, -1.00)  0.238
C (2.13, -1.78, 0.07)  -0.836
C (2.96, -0.40, -1.76)  -1.120
C (-3.27, 4.21, -1.63)  -1.328
C (-3.56, -0.15, -1.22)  -0.165
H (-2.63, 6.34, 0.11)  0.437
H (-2.77, 6.19, -2.27)  0.339
H (2.11, -0.64, -2.39)  0.310
H (3.30, 0.61, -2.01)  0.343
H (1.07, -2.48, -1.68)  0.424
H (-0.01, 3.74, -0.35)  0.077
H (-2.83, 3.36, -1.11)  0.156
H (-1.00, 6.59, -0.50)  0.378
H (-5.13, -1.26, -2.22)  0.505
H (-0.38, 5.79, -2.77)  0.356
H (3.39, 0.00, 1.55)  0.350
H (-4.13, 4.53, -1.05)  0.486
H (3.95, 1.04, 0.24)  0.279
H (3.78, -1.10, -1.96)  0.325
H (-1.46, 5.06, 0.25)  0.089
H (-1.54, 4.87, -3.74)  0.448
H (2.93, -2.52, -0.12)  0.358
H (4.57, -0.62, 0.37)  0.331
H (-3.62, 3.86, -2.60)  0.373
H (0.48, -3.09, -0.15)  0.528
H (1.95, -1.74, 1.14)  0.385



(5)
DFT (ωB97M-V with the def2-TZVPD basis set) results for an isolated molecule of C15H21F3N2O2.

Results
ΔE to the lowest compared entry with this formula, charge and spin   2.4 kcal/mol
Total charge   0
Gap between HOMO and LUMO   8.9 eV

Last column: Mulliken charge in e.
Geometry (Å):
F (-5.74, 1.74, -1.38)  -0.255
F (-6.10, 1.99, 0.73)  -0.267
F (-6.59, 0.13, -0.23)  -0.273
O (3.65, 3.86, -0.59)  -0.376
O (1.13, -2.51, 0.85)  -0.199
N (-0.01, -3.87, -1.66)  -0.629
N (-0.14, -2.01, 0.64)  -0.364
C (1.26, 0.98, -0.03)  -0.501
C (-5.67, 1.11, -0.19)  0.933
C (-1.68, -0.27, 0.58)  1.149
C (-3.33, 1.49, 0.60)  -1.325
C (4.95, 3.50, -0.21)  -0.655
C (2.80, 2.77, -0.89)  -0.590
C (-2.05, 1.05, 0.84)  -0.298
C (1.22, -4.16, -0.96)  -0.753
C (2.34, 1.98, 0.34)  -0.351
C (-0.32, -0.76, 0.82)  -0.039
C (0.78, 0.19, 1.20)  -1.118
C (-3.94, -0.71, -0.16)  -0.927
C (-2.66, -1.14, 0.08)  -0.549
C (1.18, -3.90, 0.56)  -0.237
C (-4.29, 0.61, 0.10)  0.258
H (5.52, 4.43, -0.15)  0.251
H (0.44, 0.88, 1.98)  0.418
H (0.41, 1.50, -0.48)  0.447
H (-0.27, -2.90, -1.51)  0.276
H (-1.33, 1.75, 1.23)  0.333
H (-3.61, 2.51, 0.80)  0.417
H (1.96, 2.69, 1.08)  0.238
H (3.29, 2.10, -1.60)  0.342
H (-0.77, -4.45, -1.31)  0.279
H (4.98, 3.01, 0.77)  0.263
H (2.01, -3.56, -1.40)  0.315
H (3.19, 1.46, 0.79)  0.362
H (-4.69, -1.40, -0.55)  0.429
H (2.10, -4.25, 1.03)  0.322
H (-2.38, -2.17, -0.11)  0.432
H (0.31, -4.40, 1.00)  0.300
H (5.41, 2.84, -0.95)  0.299
H (1.61, -0.39, 1.60)  0.618
H (1.46, -5.22, -1.12)  0.402
H (1.93, 3.23, -1.38)  0.310
H (1.65, 0.28, -0.77)  0.313



(6)
DFT (ωB97M-V with the def2-TZVPD basis set) results for a structure of composition C15H21MnNO4S4.

Results
2S+1   4
Total charge   +2
Gap between HOMO and LUMO (alpha / beta)   6.5 / 6.7 eV

Last column: Mulliken charge in e.
Geometry (Å):
Mn (-0.39, 0.45, -1.24)  -0.218
S (-0.87, 0.11, 1.03)  0.086
S (-2.24, 0.99, -2.55)  -0.007
S (-1.21, -1.73, -1.56)  0.070
S (-0.41, 2.70, -0.57)  0.080
O (4.33, -4.20, -0.41)  -0.579
O (1.19, -0.40, -0.57)  -0.764
O (6.08, -4.12, 0.90)  -0.563
O (1.59, 1.42, 0.72)  -0.698
N (5.05, -3.63, 0.42)  1.000
C (-1.74, 3.47, -1.56)  -0.396
C (4.65, -2.29, 0.88)  -0.445
C (5.09, -0.35, 2.26)  -0.687
C (5.45, -1.62, 1.82)  -0.390
C (3.49, -1.69, 0.38)  -0.069
C (3.12, -0.41, 0.81)  0.297
C (3.93, 0.25, 1.76)  -0.337
C (-2.91, -1.60, -2.24)  -0.905
C (-1.59, -2.34, 0.13)  -0.789
C (-2.90, 2.52, -1.85)  -0.595
C (-1.15, 2.79, 1.09)  -0.817
C (-2.06, -1.24, 1.07)  -0.757
C (-3.50, -0.21, -2.06)  -0.347
C (-1.91, 1.52, 1.47)  -0.823
C (1.86, 0.26, 0.28)  0.904
H (2.87, -2.19, -0.36)  0.541
H (-3.06, -0.90, 0.80)  0.409
H (-3.47, 2.32, -0.93)  0.277
H (-3.56, -2.36, -1.79)  0.436
H (-3.80, -0.04, -1.03)  0.178
H (-2.12, -1.63, 2.09)  0.488
H (-3.59, 2.97, -2.56)  0.562
H (-0.67, -2.79, 0.52)  0.444
H (-1.29, 3.79, -2.51)  0.495
H (-2.86, 1.47, 0.94)  0.280
H (3.64, 1.24, 2.10)  0.398
H (-2.12, 1.51, 2.54)  0.619
H (-2.32, -3.15, 0.07)  0.551
H (-2.84, -1.84, -3.31)  0.456
H (-0.33, 2.95, 1.80)  0.465
H (5.69, 0.18, 2.99)  0.421
H (6.36, -2.08, 2.22)  0.499
H (-2.10, 4.37, -1.06)  0.544
H (-1.80, 3.67, 1.18)  0.536
H (-1.19, 1.97, -1.42)  0.624
H (-4.39, -0.09, -2.69)  0.527



Electronic energy across the listed records, respectively: -49639.00953, -72755.86204, -204643.38566, -118781.85620, -31122.02410, -100215.98692 eV.
Largest force on an atom across the listed records, respectively: 18.371, 0.334, 0.655, 0.201, 1.244, 4.359 eV Å⁻¹.